Record 1
A structure of composition C20H27BrNO2PRu in a non-equilibrium geometry, computed with wB97M-V/def2-TZVPD.

Properties
total charge	+2
spin multiplicity	5
frontier orbital gap (alpha / beta)	7.3 / 4.2	eV
ΔE to the lowest compared entry with this formula, charge and spin	0.91	kcal per mole
maximum force	4.4	eV/Å

Geometry as XYZ:
```
53
Properties=species:S:1:pos:R:3:lowdin_spin:R:1
C 2.7414 1.2862 -3.8663 0.10
C 3.0006 1.8124 -2.6028 0.01
C 2.2258 1.4698 -1.4812 0.09
C 1.1481 0.5793 -1.6451 0.17
C 0.8864 0.0476 -2.9255 0.08
C 1.6956 0.3771 -4.0172 0.00
C 2.6298 1.9937 -0.1349 0.01
C 1.6116 2.7782 0.7040 0.00
N 0.1903 2.4923 0.3845 0.10
Ru -0.1489 0.1951 -0.0965 2.05
C -0.3145 -0.8324 -3.0901 0.02
P -1.4895 -0.3108 -1.7491 0.04
H 3.8273 2.5121 -2.4580 0.00
H 1.4717 -0.0685 -4.9884 0.00
H 3.3501 1.5802 -4.7228 0.00
H -0.0823 -1.8986 -2.9431 0.00
H -0.7895 -0.7272 -4.0753 0.00
H 2.9687 1.1639 0.5032 0.00
H 3.4849 2.6694 -0.2647 0.00
H 1.7575 2.5296 1.7649 0.00
C -2.6551 -1.6830 -1.6042 0.00
C -2.4076 1.0114 -2.6018 0.03
H 1.7683 3.8692 0.5877 0.00
C -0.3044 3.3065 -0.7460 0.01
C -0.6838 2.6762 1.5675 0.03
H -0.2553 -1.5058 0.0706 0.03
H -0.2568 4.3770 -0.4767 0.00
H 0.3218 3.1192 -1.6279 0.00
H -1.3425 3.0196 -0.9428 0.00
H -0.8958 3.7441 1.7372 0.01
H -1.6114 2.1215 1.3713 0.01
H -0.1781 2.2540 2.4451 0.00
H -2.9379 0.6125 -3.4742 0.00
H -3.1356 1.4378 -1.9042 0.00
H -1.7270 1.8022 -2.9362 0.00
H -3.1100 -1.9302 -2.5719 0.00
H -2.1294 -2.5587 -1.2073 0.00
H -3.4445 -1.3948 -0.8997 0.00
H -0.9890 -1.2658 0.3891 0.07
Br 1.2544 -3.2324 1.2768 0.04
C 0.3374 -2.7084 2.8746 0.10
C -0.4949 -3.6233 3.5238 0.01
C -1.1560 -3.2597 4.7020 0.16
C -0.9503 -1.9905 5.2545 0.02
C -0.1046 -1.0844 4.6178 0.05
C 0.4976 -1.4163 3.3974 0.19
C 1.3955 -0.3956 2.7458 0.02
O 2.3235 0.0483 3.4232 0.40
O 1.1475 -0.0311 1.5239 0.12
H -0.6237 -4.6181 3.0982 0.00
H -1.8202 -3.9749 5.1924 0.01
H -1.4434 -1.7006 6.1858 0.00
H 0.1177 -0.1053 5.0447 0.00
```

=====

Record 2
A structure of composition C42H52B2MoN4O3S in a non-equilibrium geometry, computed with wB97M-V/def2-TZVPD.

Properties
total charge	+2
spin multiplicity	3
frontier orbital gap (alpha / beta)	7.9 / 6.5	eV
maximum force	2.1	eV/Å

Geometry as XYZ:
```
105
Properties=species:S:1:pos:R:3:lowdin_spin:R:1
Mo 1.2026 1.0535 1.2066 1.74
C 2.9374 3.7045 2.6799 0.00
C 1.5956 3.1042 2.5117 0.00
C 1.1846 2.1658 3.5184 0.04
C 1.9776 2.0117 4.8177 0.00
C -0.0195 1.4686 3.4133 0.01
C -0.4196 0.4289 4.4619 0.00
C -0.9002 1.8530 2.3582 0.01
C -2.3662 1.5357 2.5037 0.00
C -0.4975 2.7203 1.2977 0.00
C -1.5000 3.1358 0.2117 0.00
C 0.7572 3.3756 1.3836 0.03
C 1.0601 4.3997 0.3211 0.01
H 3.7224 2.9685 2.8423 0.00
H 2.8919 4.2794 3.5861 0.00
H 3.2579 4.2841 1.8144 0.00
H 1.4833 2.6221 5.6118 0.00
H 3.0504 2.3166 4.7799 0.00
H 1.8724 1.0151 5.2074 0.00
H -1.0750 0.8387 5.2458 0.00
H 0.4741 0.0670 4.9536 0.00
H -0.9189 -0.3821 3.9763 0.00
H -2.5462 0.7640 3.2508 0.00
H -2.9790 1.3491 1.6212 0.00
H -2.7793 2.4432 2.9301 0.00
H -2.0037 4.0451 0.5448 0.00
H -2.1510 2.3377 0.0154 0.00
H -0.9766 3.3000 -0.7202 0.00
H 0.1665 4.9448 0.1291 0.00
H 1.4497 3.8949 -0.5624 0.00
H 1.8396 5.1277 0.6108 0.00
B 3.6751 -0.3703 2.5785 0.03
N 4.1994 0.7230 1.5738 0.00
C 5.4115 1.2972 1.4233 0.00
C 5.3274 2.2892 0.4413 0.00
C 4.0284 2.2399 0.0100 0.01
N 3.3456 1.2701 0.7017 0.00
N 2.9292 -1.4584 1.7686 0.00
C 3.0814 -2.7738 1.6763 0.02
C 2.0508 -3.2978 0.8910 0.01
C 1.3288 -2.1626 0.5259 0.01
N 1.8392 -1.0503 1.0965 0.00
H 2.7869 0.1770 3.2473 0.02
H 4.4720 -0.8666 3.2782 0.00
H 6.2380 0.9093 1.9742 0.00
H 6.1608 2.9266 0.1456 0.00
H 3.4751 2.8505 -0.6884 0.00
H 3.9746 -3.2005 2.1002 0.00
H 1.8950 -4.3374 0.6483 0.00
H 0.3991 -2.1666 -0.0521 0.00
C -5.2382 -4.2048 2.9365 0.00
C -5.4969 -3.7970 1.5027 0.00
C -6.9161 -3.2468 1.4662 0.00
C -5.4230 -4.9848 0.5460 0.00
C -4.4779 -2.7082 1.0566 0.00
C -4.6217 -2.0299 -0.1893 0.00
C -3.6826 -1.1372 -0.6944 0.00
C -2.5933 -0.9232 0.0797 0.00
O -1.5035 -0.0363 -0.1558 0.00
B -0.6892 -0.2189 0.9274 -0.02
O -1.2012 -1.1382 1.8308 0.00
C -2.4176 -1.5784 1.2701 0.00
C -3.3477 -2.4219 1.7929 0.00
H -5.9355 -5.0125 3.2486 0.00
H -5.4264 -3.3708 3.6350 0.00
H -4.2598 -4.6058 3.0578 0.00
H -7.6075 -4.1195 1.6272 0.00
H -7.1793 -2.8408 0.5032 0.00
H -7.1182 -2.5110 2.2073 0.00
H -6.2001 -5.6801 0.8585 0.00
H -4.4585 -5.4769 0.5809 0.00
H -5.5805 -4.6301 -0.4724 0.00
H -5.5113 -2.1999 -0.8422 0.00
H -3.8389 -0.5869 -1.6204 0.00
H -3.2033 -2.9434 2.7226 0.00
O 1.0629 1.0778 -0.8293 0.07
S 1.5771 -0.0713 -1.8235 0.02
C 2.5249 0.8302 -3.0203 0.00
C 3.1603 -0.1495 -3.9604 0.00
C 4.0617 -1.1390 -3.5382 0.00
C 4.5768 -1.9940 -4.4896 0.00
C 4.2654 -1.8395 -5.8414 0.00
C 3.3740 -0.8524 -6.2192 0.00
C 2.8457 0.0099 -5.2957 0.00
C 0.0821 -0.6386 -2.7281 0.00
C -0.5363 0.3082 -3.6774 0.00
C -0.4328 0.0120 -5.0182 0.00
C -1.1263 0.7386 -5.9989 0.00
C -1.8883 1.7944 -5.5894 0.00
C -1.9517 2.1794 -4.2394 0.00
C -1.2532 1.4522 -3.2762 0.00
H 3.2801 1.2897 -2.3554 0.00
H 1.9384 1.6100 -3.5269 0.00
H 4.2938 -1.2590 -2.4972 0.00
H 5.2043 -2.8394 -4.2367 0.00
H 4.6069 -2.4939 -6.6331 0.00
H 3.0990 -0.7380 -7.3018 0.00
H 2.1859 0.8124 -5.5441 0.00
H -0.5794 -0.9671 -1.9378 0.00
H 0.4648 -1.4967 -3.2684 0.00
H 0.1724 -0.8472 -5.3668 0.00
H -0.9240 0.4437 -7.0419 0.00
H -2.4896 2.3509 -6.3236 0.00
H -2.6396 2.9775 -3.9484 0.00
H -1.4358 1.6704 -2.2109 0.00
```